Computed, not measured: a 2-piece molecular cluster, C6H18N3 overall in a non-equilibrium geometry, with ωB97M-V/def2-TZVPD.

XYZ file:
```
27
Properties=species:S:1:pos:R:3:forces:R:3
N 1.94505 -1.11547 1.21963 2.0 3.6 1.9
N -0.62891 -0.59998 1.63597 -0.6 2.7 -1.2
N -0.50430 -0.30312 -2.12835 -2.2 0.0 -0.3
C 1.84764 -0.17514 0.08051 -4.0 1.3 1.0
C -0.77641 1.44493 0.25627 1.8 1.4 0.3
C -1.13174 -0.78532 -0.85026 -0.7 0.3 -0.8
C 2.51888 1.18039 0.27164 -0.7 -1.9 0.5
C -0.57735 -0.02213 0.30353 3.5 -0.7 0.0
C -2.65163 -0.43285 -0.89763 1.3 2.3 0.5
H -0.94482 0.25816 2.13661 0.4 -1.3 0.6
H 2.02196 1.80550 -0.41084 -0.8 1.3 -0.7
H 2.70849 -0.64563 1.90846 -1.6 -2.1 -2.0
H -2.63566 0.70389 -0.83370 -0.8 -1.5 -0.2
H -3.27734 -0.85322 -0.11417 0.2 0.0 0.1
H -0.05485 1.88684 1.00060 -0.6 -0.1 -0.7
H -1.12881 -1.83824 -0.63782 0.7 -0.8 -0.3
H 3.44026 0.94906 -0.24498 1.2 0.9 0.8
H -0.53915 1.93196 -0.75394 -0.7 -0.9 1.5
H 2.47224 1.62211 1.30765 0.6 -0.6 -1.1
H 1.93788 -0.51847 -0.95319 0.1 -0.8 0.8
H -1.38327 -1.25247 1.67134 -0.5 -0.8 0.3
H -1.76554 1.67561 0.65474 -0.1 0.3 -0.3
H -1.27978 -0.19410 -2.83345 1.2 0.0 1.0
H 1.05748 -1.15671 1.87863 0.2 0.0 -1.6
H 0.14712 -0.90962 -2.60226 0.2 -0.5 0.5
H 2.20797 -1.96041 0.78408 0.6 -1.7 0.5
H -3.02539 -0.69557 -1.84907 -0.7 -0.5 -1.0
```
Forces are in eV/Å.

Calculated values
* HOMO-LUMO gap: 8.750 eV
* max |F|: 4.50 eV Å⁻¹
* LUMO energy: -2.92 eV
* net charge: +1
* E: -10974.6604 eV
* M: 132.2 g mol⁻¹

---

Computed, not measured: one molecule with the formula C3H6OS2 in a non-equilibrium geometry, with ωB97M-V/def2-TZVPD.

XYZ file:
```
12
Properties=species:S:1:pos:R:3:forces:R:3
S 2.24859 -0.64215 -0.15347 1.5 -0.1 -0.8
S -2.26539 -0.29821 -0.25265 -2.2 -0.5 -1.3
O -0.07485 -0.88910 1.16681 -0.6 -1.4 2.0
C -0.81351 -1.16274 0.00063 5.0 0.1 -0.6
C 0.25130 1.32022 0.45907 1.9 -0.4 0.8
C 0.64215 -0.11201 0.30462 -3.5 -0.5 -2.8
H -2.74810 -0.95936 -1.42374 0.9 0.7 1.6
H -0.53032 -2.17509 -0.39699 -0.8 1.2 0.1
H 0.24941 1.40231 1.56073 -0.5 0.6 -0.4
H 2.63915 0.05568 -1.34962 -1.3 -0.6 1.6
H -0.68841 1.56238 -0.01080 -0.2 0.2 0.0
H 1.08998 1.89806 0.09540 -0.2 0.6 -0.2
```
Forces are in eV/Å.

Calculated values
* HOMO-LUMO gap: 8.241 eV
* max |F|: 5.04 eV Å⁻¹
* LUMO energy: 0.52 eV
* net charge: 0
* E: -26923.0060 eV
* structure (SMILES): C[C@@]1(S)O[C@H]1S
* M: 122.2 g mol⁻¹

---

Computed, not measured: FHN5 as an isolated structure in a non-equilibrium geometry, with ωB97M-V/def2-TZVPD.

XYZ file:
```
7
Properties=species:S:1:pos:R:3:forces:R:3
F -0.50243 -1.39560 1.43508 0.0 -0.1 -0.4
N 1.09114 0.59359 -1.13802 -0.5 -0.5 -0.3
N 0.00782 -0.74977 0.38401 1.3 -2.2 0.6
N -0.00393 1.13863 -0.68296 -1.7 3.5 -0.4
N 1.38990 -0.48111 -0.87702 2.2 -2.0 0.1
N -0.52323 0.32938 0.17331 -3.3 1.2 1.6
H -1.45926 0.56487 0.70560 2.0 0.1 -1.3
```
Forces are in eV/Å.

Calculated values
* HOMO-LUMO gap: 9.922 eV
* max |F|: 3.86 eV Å⁻¹
* LUMO energy: -7.62 eV
* net charge: +1
* E: -10168.4092 eV
* M: 90.0 g mol⁻¹

---

Computed, not measured: a 6-piece molecular cluster, C30H46Cl2F5N4O19S overall in a non-equilibrium geometry, with ωB97M-V/def2-TZVPD.

XYZ file:
```
107
Properties=species:S:1:pos:R:3:forces:R:3
Cl 2.24868 -2.70105 0.21655 -1.1 -0.2 -0.3
Cl -1.62296 -4.73089 0.05294 0.7 0.7 0.2
S -0.95175 -4.79328 -4.38913 -0.3 -6.0 -1.5
F 11.46789 -0.21269 -5.95600 0.1 0.1 -0.1
F -7.30630 6.43923 -0.19481 -0.1 -0.1 -0.1
F -12.06813 2.93094 1.66685 0.1 0.1 0.1
F 4.25928 -0.59309 -2.65054 -0.2 0.0 -0.1
F -2.03190 -1.64969 6.70017 -0.1 0.0 -0.1
O 12.83832 -1.12995 -4.42209 0.0 -0.6 -0.3
O 0.83480 -0.45349 0.67731 -1.0 0.7 -0.7
O -9.19022 3.78974 0.01740 0.3 -0.3 0.5
O -4.76914 4.21824 0.43931 0.2 0.2 -0.6
O -3.38299 4.68530 -1.27784 -0.3 -0.1 0.1
O 13.53040 -2.55361 -2.81266 -0.3 0.2 -0.3
O 11.81523 -3.11900 -4.16159 0.4 0.4 0.0
O -1.70382 -3.49676 5.45337 -0.1 -0.3 0.4
O 6.78638 -2.82851 -2.00920 -0.1 0.3 -0.5
O -5.39637 5.69372 -1.13552 0.2 -0.7 0.1
O 8.17154 -2.36862 -3.72554 -0.5 0.1 0.2
O 0.17019 -3.88243 -5.21284 -1.1 -0.3 1.5
O -7.67084 2.62892 1.22157 -1.2 -0.6 -0.2
O -0.20032 -5.73662 -3.51557 -0.9 3.1 -0.8
O 6.16194 -1.35035 -3.58884 -0.2 -0.6 0.2
O -0.83485 -5.49023 4.84640 -0.1 0.4 0.3
O -9.83983 2.66119 1.84700 0.5 0.6 -0.3
O -0.68020 -4.79184 6.98322 -0.3 0.2 -0.5
O -1.73692 -5.55460 -5.40868 1.4 3.2 2.2
N 3.75707 1.96896 2.46962 -1.8 1.3 0.7
N 1.56694 2.82748 3.04831 1.3 1.1 0.3
N 3.77428 3.70212 4.05313 -0.6 -0.8 -0.8
N -1.49218 0.61860 -0.84564 0.1 -0.6 0.5
C 1.09019 3.92413 2.14225 -0.6 1.0 0.7
C 5.00080 -1.71111 -2.86935 0.0 0.6 -0.1
C -1.46170 -2.29072 -3.15894 -1.2 0.2 -0.2
C 12.07982 -1.36795 -5.59208 -0.1 0.6 0.0
C -1.98352 -1.61460 -1.82400 1.1 0.5 0.5
C 11.08251 -2.39176 -5.14369 -0.7 -0.4 -0.2
C 7.14043 -2.19761 -3.16022 1.1 -0.2 -0.2
C 5.55388 -2.25511 -1.58803 -0.2 -0.4 0.8
C -10.88361 3.56393 1.51926 -0.7 -0.4 0.2
C 3.02433 2.80707 3.14282 2.0 -1.4 -1.1
C -0.49998 3.87745 2.13973 0.1 0.7 -0.1
C -10.61332 3.87832 0.08047 -0.4 0.5 -0.7
C -0.48569 -3.49032 2.25647 -1.4 -0.6 -0.6
C -0.80246 -0.67607 -1.24126 -0.8 -1.8 0.1
C -1.04975 -4.67054 5.68201 0.5 -0.9 -0.4
C -2.11283 -3.71483 -3.41203 -0.1 1.1 -0.5
C -6.00930 4.78442 0.86651 -0.5 -0.3 1.3
C -0.55810 2.99291 -0.37610 -0.7 0.2 -0.5
C -2.06709 -3.00518 6.73027 0.0 0.6 -0.2
C 12.79658 -2.29233 -3.71083 0.5 -0.4 1.0
C -0.18981 -1.29942 0.11088 0.0 0.9 -0.4
C 0.43399 -2.74305 -0.13448 -0.2 0.1 -0.3
C 0.81357 0.86883 0.13901 -0.2 1.1 -0.1
C -6.56204 5.32702 -0.41401 -0.3 0.6 0.1
C -0.66227 1.47200 0.06289 2.7 1.5 1.2
C -0.99514 -3.55673 7.62004 0.3 -0.1 0.8
C -1.17190 3.96388 0.70777 -0.6 -0.7 0.3
C -4.42032 4.85292 -0.70968 0.6 0.1 -0.2
C -0.15655 -3.89478 0.76529 1.3 -0.4 1.1
C -8.79882 2.99168 1.04303 0.4 -0.7 0.1
H -0.86455 2.97929 2.72691 0.6 0.8 -0.8
H 1.25094 3.11708 3.98637 0.0 -0.3 -0.5
H -1.14613 3.10731 -1.34435 0.6 0.1 1.1
H 1.37594 1.58654 0.81168 -0.7 -1.2 -0.5
H -0.10457 -2.92373 7.64609 -0.2 0.1 -0.1
H 4.90414 -3.00632 -1.13947 0.2 -0.1 -0.1
H -10.84272 4.42925 2.18590 -0.1 -0.1 0.1
H -3.03768 -3.62329 -4.05510 1.2 -0.1 0.5
H 12.74051 -1.70317 -6.39626 0.0 0.2 0.0
H 10.76019 -3.04385 -5.95539 0.1 -0.1 0.2
H 3.15404 1.36489 1.89656 0.1 0.1 0.3
H -10.95923 4.87185 -0.20272 0.3 0.0 0.0
H -1.20414 5.02186 0.32327 0.2 -1.2 0.3
H -1.05502 -1.28762 0.84856 0.9 -0.5 -0.8
H 4.26313 4.38044 3.44868 -0.5 -0.2 0.4
H 4.54173 3.09408 4.37595 -0.4 0.4 -0.1
H -1.04271 1.44426 1.12937 0.0 -0.3 -1.4
H 1.54520 3.88000 1.11595 -0.4 -0.4 1.0
H -0.86762 4.77806 2.72498 0.3 -1.1 -0.7
H 0.49334 3.31633 -0.63507 -1.0 -0.7 0.3
H -6.66025 4.01703 1.32422 1.0 0.7 -0.5
H 4.41760 -2.43116 -3.45000 -0.1 0.2 0.0
H 10.19990 -1.94533 -4.68062 0.2 0.1 -0.1
H 0.37279 -2.95464 -1.24390 0.0 -0.2 1.4
H -1.79767 -1.61683 -4.00858 0.7 -0.8 0.9
H -2.44723 -4.21636 -2.45749 1.0 0.1 -1.1
H -5.81513 5.56829 1.60476 0.0 0.2 -0.3
H 5.75059 -1.47336 -0.84965 -0.1 0.1 -0.2
H -7.13922 4.60754 -0.99588 -0.1 0.2 0.0
H -11.05336 3.14534 -0.59968 0.0 -0.1 0.2
H -1.81573 1.11183 -1.68718 0.1 0.1 0.3
H -0.81174 -4.44624 2.79328 0.7 1.4 -0.6
H 0.64532 -4.69257 0.82254 -1.1 0.9 -0.4
H -0.03274 -0.52989 -2.04321 -0.7 0.4 0.9
H -2.90460 -0.96679 -1.97300 1.0 -0.9 -0.2
H -1.42406 -2.85090 2.22080 1.2 -0.5 0.3
H 0.34586 -2.97089 2.80015 -0.7 -0.5 -0.7
H 1.35068 0.93026 -0.86349 -0.8 -0.2 1.0
H 1.03508 -4.09197 -4.80053 -0.5 0.0 -0.2
H -2.31893 0.31325 -0.30639 0.2 0.3 -0.5
H -1.34120 -3.71785 8.64060 0.1 -0.2 -0.1
H 1.41157 4.92557 2.57810 -0.3 -1.0 -0.7
H -2.23978 -2.33246 -0.99615 0.2 0.4 -1.0
H -0.33851 -2.32643 -3.19792 -1.1 -0.1 0.2
H -2.25327 3.64279 0.83751 1.2 0.6 -0.2
H -3.07687 -3.34166 6.97917 0.0 0.2 -0.1
```
Forces are in eV/Å.

Calculated values
* HOMO-LUMO gap: 9.005 eV
* max |F|: 6.16 eV Å⁻¹
* LUMO energy: -2.95 eV
* net charge: +1
* E: -126177.0780 eV
* M: 964.7 g mol⁻¹

---

no.,HOMO level (eV)
1,-11.7
2,-7.7
3,-17.5
4,-12.0